# 1
78
Properties=species:S:1:pos:R:3 method="wB97M-V/def2-TZVPD" s2=0.7690 lumo_ev="-0.38 / -0.37" homo_ev="-6.70 / -6.70" charge=0 e_tot_ev=-106226.264 multiplicity=2
Co 0.067 -0.508 -0.120
N 0.690 -4.151 2.555
C 0.309 -2.895 2.219
S -1.305 -2.620 1.765
N 1.294 -2.002 2.324
N 1.121 -0.843 1.693
C 1.906 0.119 2.087
C 2.818 -0.044 3.250
C 4.190 -0.167 3.056
C 5.042 -0.295 4.144
C 4.529 -0.299 5.433
C 3.160 -0.178 5.632
C 2.309 -0.054 4.544
C 1.932 1.353 1.322
C 2.626 2.488 1.760
C 2.633 3.617 0.969
C 1.957 3.603 -0.245
C 1.293 2.445 -0.604
N 1.281 1.347 0.149
H -0.014 -4.849 2.697
H 1.627 -4.282 2.898
H 4.587 -0.171 2.048
H 6.107 -0.397 3.983
H 5.193 -0.398 6.282
H 2.755 -0.187 6.636
H 1.238 0.020 4.691
H 3.143 2.469 2.708
H 3.166 4.502 1.291
H 1.949 4.463 -0.900
H 0.755 2.379 -1.541
O -4.183 2.820 -4.579
C -3.109 2.046 -5.077
C -2.295 1.512 -3.932
C -1.139 0.782 -4.188
C -0.421 0.274 -3.125
N -0.785 0.464 -1.858
C -1.882 1.180 -1.601
C -2.668 1.714 -2.617
C -2.197 1.339 -0.165
C -3.168 2.210 0.306
C -3.404 2.295 1.670
C -4.457 3.240 2.196
O -4.355 4.537 1.633
C -2.649 1.499 2.516
C -1.694 0.654 1.977
N -1.465 0.580 0.667
H -4.715 3.127 -5.319
H -2.456 2.646 -5.722
H -3.474 1.199 -5.668
H -0.806 0.601 -5.202
H 0.476 -0.315 -3.273
H -3.567 2.271 -2.401
H -3.727 2.838 -0.373
H -4.416 3.270 3.289
H -5.446 2.877 1.914
H -3.497 4.909 1.868
H -2.798 1.526 3.588
H -1.100 -0.004 2.593
F 5.001 -1.633 -1.486
C 3.695 -1.946 -1.641
C 2.740 -1.221 -0.963
C 1.383 -1.527 -1.096
C 1.014 -2.588 -1.955
C 2.032 -3.285 -2.610
F 1.743 -4.325 -3.432
C 3.372 -2.994 -2.478
C -0.425 -2.907 -2.097
C -0.977 -3.847 -2.976
C -2.348 -4.034 -2.993
C -3.156 -3.294 -2.147
C -2.536 -2.380 -1.313
N -1.226 -2.191 -1.299
H 3.073 -0.418 -0.320
H 4.120 -3.571 -3.000
H -0.353 -4.426 -3.634
H -2.779 -4.765 -3.665
H -4.228 -3.427 -2.124
H -3.106 -1.778 -0.612

# 2
71
Properties=species:S:1:pos:R:3 method="wB97M-V/def2-TZVPD" s2=1.0942 lumo_ev="2.76 / 2.66" homo_ev="-4.08 / -3.99" charge=-1 e_tot_ev=-139018.832 multiplicity=2
Co 0.313 0.276 0.038
C 0.554 2.804 -1.520
O 0.707 2.313 -0.180
C -0.157 2.911 0.740
C 0.052 4.202 1.182
C -0.781 4.725 2.162
C -1.794 3.940 2.698
C -1.985 2.638 2.254
C -1.175 2.110 1.258
N -1.349 0.771 0.827
N -1.494 0.712 -0.539
C -2.053 -0.532 -0.950
C -1.289 -1.674 -0.710
O -0.150 -1.561 -0.057
C -1.724 -2.891 -1.307
C -2.862 -2.949 -2.058
C -3.653 -1.798 -2.286
C -4.831 -1.833 -3.068
C -5.564 -0.700 -3.296
C -5.138 0.529 -2.744
C -4.005 0.599 -1.983
C -3.229 -0.561 -1.726
H 0.781 3.871 -1.549
H 1.272 2.258 -2.128
H -0.459 2.607 -1.868
H 0.875 4.779 0.777
H -0.624 5.734 2.519
H -2.435 4.344 3.473
H -2.761 2.005 2.666
H -1.110 -3.771 -1.147
H -3.169 -3.889 -2.506
H -5.144 -2.783 -3.487
H -6.464 -0.741 -3.896
H -5.719 1.426 -2.927
H -3.676 1.539 -1.559
C 1.961 -0.106 0.834
Ge 2.325 -1.832 1.584
C 4.051 -1.844 2.559
C 4.285 -0.850 3.512
C 5.466 -0.811 4.239
C 6.445 -1.775 4.027
C 6.230 -2.771 3.087
C 5.043 -2.803 2.362
C 1.029 -2.409 2.945
C 1.363 -3.453 3.808
C 0.478 -3.889 4.784
C -0.761 -3.275 4.917
C -1.103 -2.229 4.070
C -0.217 -1.799 3.090
C 2.470 -3.272 0.250
C 3.426 -3.206 -0.762
C 3.519 -4.199 -1.730
C 2.651 -5.282 -1.696
C 1.692 -5.361 -0.695
C 1.604 -4.363 0.267
H 2.828 0.562 0.786
H 3.528 -0.092 3.688
H 5.625 -0.030 4.974
H 7.368 -1.749 4.594
H 6.987 -3.529 2.917
H 4.888 -3.591 1.633
H 2.334 -3.933 3.719
H 0.754 -4.705 5.442
H -1.455 -3.611 5.678
H -2.070 -1.749 4.164
H -0.507 -0.999 2.418
H 4.106 -2.361 -0.804
H 4.266 -4.126 -2.512
H 2.717 -6.056 -2.451
H 1.004 -6.198 -0.669
H 0.838 -4.420 1.032

# 3
79
Properties=species:S:1:pos:R:3 method="wB97M-V/def2-TZVPD" lumo_ev="-8.72 / -8.73" homo_ev="-12.79 / -12.79" charge=+2 e_tot_ev=-138084.129
Mo -0.449 -0.119 -0.094
C 3.783 0.134 -1.635
C 2.424 0.544 -1.156
N 1.591 -0.367 -0.695
N 2.098 -1.665 -0.820
C 1.365 -2.580 -0.339
S -0.135 -2.527 0.512
S 1.743 -4.256 -0.772
C 2.498 -4.866 0.760
C 3.847 -4.223 0.678
C 4.147 -3.097 1.450
C 5.395 -2.514 1.352
C 6.338 -3.025 0.459
C 6.037 -4.127 -0.330
C 4.795 -4.726 -0.226
C 2.042 1.941 -1.212
C 2.819 2.847 -1.968
C 2.511 4.183 -2.030
C 1.423 4.677 -1.308
C 0.640 3.826 -0.560
C 0.928 2.463 -0.527
O 0.093 1.696 0.205
H 4.160 -0.705 -1.061
H 4.485 0.957 -1.578
H 3.705 -0.200 -2.674
H 2.517 -5.951 0.671
H 1.902 -4.564 1.619
H 3.414 -2.712 2.150
H 5.650 -1.670 1.978
H 7.315 -2.566 0.391
H 6.775 -4.526 -1.013
H 4.561 -5.600 -0.822
H 3.659 2.484 -2.539
H 3.112 4.849 -2.633
H 1.186 5.732 -1.340
H -0.214 4.183 0.000
N 0.750 0.146 7.444
C 0.541 0.108 6.316
C 0.278 0.062 4.904
C -0.947 -0.390 4.426
C -1.152 -0.418 3.062
N -0.228 -0.023 2.176
C 0.951 0.413 2.647
C 1.247 0.470 3.993
H -1.725 -0.713 5.101
H -2.091 -0.779 2.665
H 1.676 0.736 1.913
H 2.209 0.830 4.327
Ge -2.759 0.967 -0.379
C -4.050 0.320 -1.612
C -4.506 1.089 -2.687
C -5.491 0.586 -3.519
C -6.037 -0.668 -3.271
C -5.593 -1.431 -2.201
C -4.590 -0.945 -1.377
C -3.108 2.596 0.531
C -2.383 2.991 1.663
C -2.711 4.165 2.318
C -3.747 4.961 1.839
C -4.471 4.579 0.718
C -4.163 3.394 0.070
H -2.164 -0.367 0.575
H -4.089 2.068 -2.892
H -5.837 1.172 -4.360
H -6.812 -1.053 -3.920
H -6.019 -2.407 -2.014
H -4.233 -1.560 -0.559
H -1.561 2.390 2.026
H -2.161 4.465 3.200
H -3.997 5.881 2.351
H -5.282 5.196 0.358
H -4.758 3.085 -0.781
F -1.211 -3.811 -3.487
C -1.736 -2.707 -2.975
F -2.386 -3.032 -1.848
F -2.616 -2.195 -3.833
C -0.623 -1.667 -2.701
O 0.440 -1.737 -3.232
O -1.013 -0.699 -1.870

# 4
79
Properties=species:S:1:pos:R:3 method="wB97M-V/def2-TZVPD" lumo_ev="-3.49 / -3.49" homo_ev="-10.14 / -10.14" charge=+1 e_tot_ev=-79603.856
Pt 0.138 0.926 0.878
C 0.371 -3.639 6.752
C 0.548 -3.367 5.292
C 1.820 -3.263 4.735
C 1.977 -3.016 3.384
C 0.858 -2.855 2.589
C -0.415 -2.945 3.119
C -0.567 -3.220 4.468
S 1.047 -2.312 0.904
O 2.105 -2.997 0.222
O -0.258 -2.326 0.267
N 1.427 -0.735 1.109
C 2.608 -0.162 0.788
C 3.879 -0.738 0.907
C 4.978 0.017 0.568
C 4.809 1.324 0.117
C 3.526 1.825 0.025
N 2.462 1.106 0.355
H 1.280 -4.050 7.183
H -0.445 -4.340 6.913
H 0.129 -2.719 7.286
H 2.689 -3.362 5.368
H 2.959 -2.958 2.943
H -1.262 -2.811 2.461
H -1.559 -3.311 4.893
H 3.969 -1.752 1.251
H 5.967 -0.405 0.659
H 5.656 1.931 -0.155
H 3.332 2.826 -0.333
N -2.211 4.333 1.664
C -1.785 4.781 0.446
C -0.917 3.841 -0.033
N -0.812 2.834 0.870
C -1.611 3.138 1.892
C -1.782 2.199 2.957
N -1.335 0.955 2.808
C -1.637 0.292 3.949
C -2.276 1.142 4.810
N -2.369 2.345 4.172
H -2.866 4.818 2.256
H -2.128 5.706 0.027
H -0.360 3.818 -0.948
H -1.389 -0.743 4.075
H -2.666 0.990 5.794
H -2.776 3.180 4.563
F -5.583 2.546 -3.689
C -4.463 1.972 -3.223
C -3.519 1.506 -4.122
C -2.381 0.898 -3.626
C -2.190 0.770 -2.259
C -3.140 1.254 -1.378
C -4.288 1.862 -1.854
Sb -0.433 -0.240 -1.519
C 1.001 0.956 -2.625
C 2.333 0.575 -2.734
C 3.244 1.386 -3.389
C 2.810 2.590 -3.916
F 3.691 3.381 -4.545
C 1.497 3.007 -3.792
C 0.599 2.179 -3.145
C -0.629 -1.893 -2.903
C 0.498 -2.506 -3.426
C 0.372 -3.481 -4.401
C -0.894 -3.842 -4.827
F -1.022 -4.778 -5.778
C -2.032 -3.264 -4.292
C -1.894 -2.287 -3.322
H -3.681 1.612 -5.183
H -1.632 0.519 -4.305
H -2.977 1.135 -0.312
H -5.051 2.237 -1.191
H 2.675 -0.352 -2.291
H 4.280 1.105 -3.497
H 1.200 3.964 -4.192
H -0.435 2.479 -3.077
H 1.478 -2.228 -3.068
H 1.237 -3.957 -4.831
H -3.003 -3.579 -4.637
H -2.775 -1.825 -2.900

# 5
81
Properties=species:S:1:pos:R:3 method="wB97M-V/def2-TZVPD" s2=2.0162 lumo_ev="3.92 / 3.92" homo_ev="-3.05 / -3.26" charge=-2 e_tot_ev=-98662.114 multiplicity=3
V 0.068 0.041 -0.707
O 1.969 -1.876 6.793
C 0.841 -2.406 6.717
O 0.137 -2.914 7.612
C 0.232 -2.463 5.292
C -1.092 -2.838 5.102
C -1.626 -2.805 3.824
N -0.949 -2.420 2.743
C 0.334 -2.091 2.923
C 0.958 -2.112 4.164
C 1.130 -1.632 1.721
O 2.339 -1.756 1.701
O 0.435 -1.019 0.810
H -1.677 -3.136 5.962
H -2.662 -3.093 3.660
H 1.996 -1.828 4.256
C -1.796 6.202 0.649
C -1.335 5.782 1.889
C -0.699 4.553 2.019
C -0.523 3.736 0.907
C -0.999 4.158 -0.338
C -1.624 5.388 -0.465
P 0.255 2.090 0.942
C 0.713 1.742 2.661
C -0.301 1.503 3.595
C 0.008 1.065 4.872
C 1.332 0.837 5.233
C 2.339 1.074 4.311
C 2.036 1.525 3.031
C 1.777 2.237 -0.017
C 2.742 3.242 0.021
C 3.835 3.136 -0.821
C 3.946 2.039 -1.678
C 2.969 1.055 -1.710
C 1.847 1.138 -0.878
H -2.292 7.159 0.550
H -1.468 6.412 2.760
H -0.336 4.228 2.986
H -0.875 3.513 -1.205
H -1.987 5.707 -1.434
H -1.341 1.636 3.312
H -0.789 0.845 5.572
H 1.567 0.401 6.196
H 3.368 0.862 4.572
H 2.826 1.655 2.302
H 2.636 4.088 0.692
H 4.603 3.901 -0.818
H 4.809 1.963 -2.332
H 3.076 0.219 -2.393
O -1.290 -0.633 -6.630
C -1.000 -0.495 -5.466
C -1.238 0.749 -4.624
O -1.771 1.779 -4.995
C -0.699 0.419 -3.312
C -0.220 -0.903 -3.264
O 0.243 -1.373 -2.163
C -0.363 -1.550 -4.571
O -0.050 -2.673 -4.909
O -0.649 1.154 -2.249
C -3.184 0.614 -1.025
N -4.572 0.250 -0.736
C -4.784 0.332 0.710
N -3.885 -0.546 1.455
C -2.510 -0.169 1.138
N -2.233 -0.270 -0.318
C -2.500 -1.674 -0.730
N -3.879 -2.065 -0.443
C -4.772 -1.144 -1.143
C -4.096 -1.923 0.999
H -3.000 1.642 -0.711
H -3.011 0.548 -2.097
H -5.818 0.051 0.930
H -4.621 1.363 1.033
H -1.812 -0.816 1.668
H -2.354 0.870 1.435
H -1.812 -2.322 -0.186
H -2.311 -1.764 -1.800
H -5.808 -1.425 -0.931
H -4.596 -1.226 -2.217
H -3.397 -2.574 1.523
H -5.121 -2.221 1.234

# 6
71
Properties=species:S:1:pos:R:3 method="wB97M-V/def2-TZVPD" lumo_ev=2.78 homo_ev=-3.91 charge=-1 e_tot_ev=-64604.725
Ag -1.362 -0.565 -0.081
C -0.729 -1.935 3.165
P -1.385 -0.298 2.603
C -1.981 0.343 4.215
C -1.585 1.559 4.773
C -2.175 2.026 5.939
C -3.169 1.294 6.568
C -3.585 0.089 6.016
C -3.007 -0.371 4.846
C 0.135 0.693 2.370
C -0.011 1.885 1.656
C 1.085 2.698 1.410
C 2.339 2.326 1.875
C 2.493 1.141 2.581
C 1.396 0.326 2.826
C 0.048 -2.558 2.046
C 1.160 -3.385 2.079
C 1.491 -3.656 0.728
C 0.562 -2.977 -0.039
C 0.452 -2.820 -1.523
P 0.710 -0.999 -1.851
C 2.542 -1.043 -2.064
C 3.202 -1.853 -2.988
C 4.586 -1.912 -3.012
C 5.331 -1.156 -2.115
C 4.687 -0.342 -1.197
C 3.299 -0.288 -1.173
C 0.130 -0.754 -3.567
C -1.190 -1.083 -3.882
C -1.731 -0.743 -5.111
C -0.966 -0.067 -6.051
C 0.343 0.277 -5.745
C 0.883 -0.055 -4.512
N -0.320 -2.315 0.759
H -1.606 -2.535 3.430
H -0.131 -1.823 4.072
H -0.804 2.133 4.292
H -1.853 2.971 6.360
H -3.630 1.662 7.477
H -4.369 -0.489 6.490
H -3.349 -1.298 4.398
H -0.990 2.162 1.284
H 0.963 3.609 0.838
H 3.199 2.954 1.673
H 3.475 0.849 2.935
H 1.539 -0.611 3.349
H 1.676 -3.746 2.957
H 2.316 -4.252 0.362
H -0.549 -3.099 -1.864
H 1.189 -3.429 -2.044
H 2.623 -2.438 -3.694
H 5.087 -2.554 -3.726
H 6.413 -1.206 -2.131
H 5.263 0.246 -0.493
H 2.788 0.332 -0.444
H -1.806 -1.580 -3.141
H -2.761 -0.992 -5.333
H -1.388 0.198 -7.013
H 0.947 0.814 -6.468
H 1.897 0.238 -4.269
F -3.354 4.689 -3.049
C -2.999 3.532 -2.416
C -1.683 3.127 -2.437
C -1.351 1.943 -1.787
C -2.276 1.120 -1.119
C -3.589 1.613 -1.131
C -3.962 2.796 -1.765
H -0.935 3.724 -2.946
H -0.304 1.656 -1.809
H -4.377 1.060 -0.628
H -4.988 3.145 -1.754